The following is a quantum chemistry calculation of a cluster of 2 separate species, C3N2O3 in total, from OMol25.

Each line ends with the Mulliken charge.
Cartesian coordinates (Å):
C: -0.2790 -1.4780 1.0802  0.28
C: -1.1988 -0.9001 0.0581  0.56
C: 1.3918 2.1361 -0.5886  0.40
N: 0.3069 -2.4812 1.3339  -0.59
N: 1.5480 1.1782 0.0532  -0.59
O: 1.1486 3.1260 -1.2744  -0.79
O: -0.7231 -1.3424 -0.9997  -0.58
O: -2.1944 -0.2387 0.3372  -0.69

For the energy above the lowest of the compared OMol25 structures with the same formula, charge and spin, the calculation gives 6.3 kcal per mole. The net charge is -2. The HOMO-LUMO gap comes out at 7.52 eV.


The following is a quantum chemistry calculation of a cluster of 2 separate species, C3N2O4S2 in total, from OMol25.

Each line ends with the Mulliken charge.
Cartesian coordinates (Å):
C: 1.8598 -2.8229 0.0394  0.56
C: 1.1321 -0.2658 1.7283  0.58
C: -2.1588 2.5127 -1.9646  0.60
N: 2.7917 -3.4828 0.2914  -0.65
N: 0.7597 -2.3443 -0.3709  -0.48
O: 2.2254 0.0032 1.3817  -0.47
O: -3.0421 1.8053 -1.5589  -0.61
O: 0.3658 -0.3799 2.6233  -0.53
O: -2.0622 3.5371 -2.6044  -0.62
S: 0.0219 -0.9265 -0.0697  -0.03
S: -0.3424 1.9160 -1.4935  -0.37

For the energy above the lowest of the compared OMol25 structures with the same formula, charge and spin, the calculation gives 0.0 kcal per mole. The net charge is -2. The HOMO-LUMO gap (alpha / beta) comes out at 6.84 / 7.09 eV.


The following is a quantum chemistry calculation of the molecule C3N2OS, from OMol25.

Each line ends with the Mulliken charge.
Cartesian coordinates (Å):
C: 1.0889 0.5119 -0.6297  0.06
C: -1.2290 -1.3466 0.4560  0.40
C: 1.0098 1.6766 -0.0930  0.53
N: 0.7526 -0.6932 -0.7944  -0.61
N: -0.1661 -1.2826 -0.1024  0.30
O: 1.1682 2.8185 0.1054  -0.37
S: -2.6244 -1.6846 1.0581  -0.30

For the energy above the lowest of the compared OMol25 structures with the same formula, charge and spin, the calculation gives 48.1 kcal per mole. Its structure (SMILES) is O=C=C=NN=C=S. The net charge is 0. The HOMO-LUMO gap (alpha / beta) comes out at 7.30 / 7.30 eV.


The following is a quantum chemistry calculation of the ion C3NO3 with charge -1, from OMol25.

Each line ends with the Mulliken charge.
Cartesian coordinates (Å):
C: -1.7566 -0.2587 0.2218  0.01
C: 1.8895 -0.2087 0.0623  0.52
C: -0.5745 0.3634 -0.0623  0.40
N: 0.7275 -0.3333 0.1252  -0.26
O: -2.7245 -0.7850 -0.2127  -0.42
O: 3.0237 -0.2943 -0.1697  -0.53
O: -0.5580 1.6447 -0.0406  -0.72

For the energy above the lowest of the compared OMol25 structures with the same formula, charge and spin, the calculation gives 36.8 kcal per mole. The net charge is -1. The HOMO-LUMO gap comes out at 5.98 eV.


| no. | electronic energy (Ha) |
| --- | --- |
| 1 | -449.5507 |
| 2 | -1321.1779 |
| 3 | -697.1011 |
| 4 | -394.7851 |